1.
DFT (ωB97M-V/def2-TZVPD) results for a molecular structure, C31H24CoF3N4O4S2Si in a non-equilibrium geometry.

The lowest unoccupied orbital energy (spin up / spin down) comes out at -1.026 / -1.026 eV. For the calculated total energy, the calculation gives -4483.952992 a.u. The calculation puts the orbital gap (spin up / spin down) at 7.085 / 7.087 eV. The value obtained for the largest force on an atom is 1.50 eV Å⁻¹. Its HOMO energy (spin up / spin down) is -8.111 / -8.113 eV.

```
! wB97M-V def2-TZVPD RIJCOSX def2/J DEFGRID3
* xyz 0 1
Co -0.19842 0.12658 -0.04564
S 0.26888 5.90508 -4.82363
S -1.59728 -1.10382 -1.47932
Si -0.61419 -1.74934 1.20727
F -1.33618 -3.63802 -3.52795
F 0.04131 -3.36897 -5.17025
F -1.39658 -1.82592 -4.70290
O -1.56564 0.88859 1.01738
O 1.25100 0.62474 1.09494
O -2.04686 3.99272 6.34859
O 0.09320 3.76467 6.28744
N 0.90594 -0.82127 -1.27944
N -1.02240 3.58186 5.83573
N -2.25214 5.47039 -4.35802
N -0.34532 1.87028 -1.34772
C -4.98572 -2.94952 2.38184
C -1.57112 2.34974 -1.55941
C -0.01756 2.40915 3.94884
C 2.21203 -0.92161 -1.50233
C -0.00110 -1.38507 -2.10339
C -2.37849 -2.24670 1.62744
C -4.26794 -2.02871 3.13286
C 0.50913 -3.19877 0.78432
C -2.53121 1.99433 2.82299
C 2.29203 -5.29213 0.21129
C 1.61889 -3.44454 1.59640
C 1.78681 -2.20784 -3.46116
C 1.18925 -5.07272 -0.60214
C 0.65925 2.44335 -2.01564
C -0.98896 5.10875 -4.09281
C -3.11373 -3.17649 0.88897
C 0.48874 3.48659 -2.90106
C -1.38922 1.49522 2.12576
C -0.10803 1.72044 2.73100
C -0.56879 -2.72915 -4.15759
C 0.42688 -2.09586 -3.22885
C -1.82839 3.39067 -2.43198
C -0.78545 3.99058 -3.13678
C 2.50249 -4.47794 1.31450
C -2.41246 2.65954 4.00460
C 1.11200 1.26101 2.14895
C 0.30868 -4.03803 -0.31569
C -4.40327 -3.52850 1.26378
C -2.97542 -1.68968 2.76025
C -1.14029 2.86979 4.57306
C 2.69768 -1.61838 -2.58981
H 3.35570 -4.65003 1.95892
H -4.71320 -1.58286 4.01380
H -2.40422 6.21756 -5.01291
H 2.13769 -2.75840 -4.32285
H -3.49877 1.81232 2.37467
H -5.99311 -3.21986 2.67218
H -2.42129 -0.98142 3.36753
H -0.11626 -1.27705 2.54652
H -2.85507 3.71423 -2.53457
H -4.95339 -4.25561 0.67957
H 1.79775 -2.81678 2.46211
H 1.64724 2.03796 -1.83189
H -3.28145 3.03370 4.52726
H 1.33350 3.91877 -3.41868
H -2.67262 -3.63398 0.01258
H 2.85944 -0.44360 -0.77821
H 2.02691 1.48946 2.71032
H 2.97972 -6.09926 -0.00762
H -2.36903 1.87518 -1.00549
H -0.55012 -3.89891 -0.95741
H 0.95046 2.57704 4.40398
H 3.76122 -1.70277 -2.75562
H 1.00740 -5.71046 -1.45888
H -3.04303 4.98159 -3.97907
*
```

2.
DFT (ωB97M-V/def2-TZVPD) results for C8H12O3S in the gas phase in a non-equilibrium geometry.

The lowest unoccupied orbital energy (spin up / spin down) comes out at -0.233 / 0.369 eV. For the calculated total energy, the calculation gives -935.771672 a.u. The calculation puts the orbital gap (spin up / spin down) at 7.264 / 8.214 eV. The value obtained for the largest force on an atom is 5.94 eV Å⁻¹. The energy relative to the best compared isomer or geometry (same formula, charge and spin) is 77.7 kcal per mole. Its HOMO energy (spin up / spin down) is -7.497 / -7.844 eV.

```
! wB97M-V def2-TZVPD RIJCOSX def2/J DEFGRID3
* xyz 0 1
S 2.69956 -0.42541 0.24461
O 3.42663 0.58388 -0.48810
O -1.09664 0.06011 1.06137
O -2.87700 -1.19041 1.16863
C -2.21432 -0.40383 0.55694
C 0.75481 1.55132 0.85190
C 1.70817 0.50448 1.44821
C 1.34798 -0.99752 -0.70998
C -2.49955 0.27025 -0.74096
C -0.40396 0.87004 0.27282
C 0.74574 -2.36740 -0.48082
C -1.35678 1.28031 -0.89371
H 0.76022 -2.62239 0.49006
H -0.90809 1.37355 -1.82394
H -3.46140 0.85148 -0.52998
H 1.72564 -0.81161 -1.75896
H 0.99165 -0.22076 1.72079
H 1.25421 -3.07193 -1.15619
H 2.51416 0.91153 2.22373
H -0.29988 -2.30079 -1.00882
H 1.16322 2.20668 0.07815
H -1.75141 2.26821 -0.56189
H 0.47488 2.15389 1.62513
H -2.69786 -0.47363 -1.58899
*
```

3.
DFT (ωB97M-V/def2-TZVPD) results for a molecular structure, C4H8N5OS in a non-equilibrium geometry.

The lowest unoccupied orbital energy comes out at -4.766 eV. For the calculated total energy, the calculation gives -904.021833 a.u. The calculation puts the orbital gap at 8.861 eV. The value obtained for the largest force on an atom is 4.33 eV Å⁻¹. The energy relative to the best compared isomer or geometry (same formula, charge and spin) is 53.9 kcal per mole. Its HOMO energy is -13.627 eV.

```
! wB97M-V def2-TZVPD RIJCOSX def2/J DEFGRID3
* xyz 1 1
S 3.31338 1.10026 -0.00943
O 0.23296 1.03719 1.49305
N -0.94429 -0.96592 0.04885
N 1.11814 -2.16654 0.00033
N 0.39053 2.39824 -0.30075
N 0.05260 -1.72953 0.18736
N 2.35091 -1.27752 -0.93115
C -0.82652 0.33424 -0.54742
C 2.85846 -0.25788 -0.56282
C -0.08001 1.34343 0.40271
C -2.06607 -1.15600 0.90917
H 0.79480 3.07338 0.29753
H -0.32712 2.84699 -1.04358
H 2.77999 -2.08315 -1.29348
H -2.15848 -0.42742 1.71897
H -3.02008 -1.00533 0.35262
H -1.93412 0.60096 -0.63950
H -0.27577 0.43898 -1.60219
H -2.25933 -2.10439 1.51973
*
```

4.
DFT (ωB97M-V/def2-TZVPD) results for C5H4N2O2 in the gas phase in a non-equilibrium geometry.

The lowest unoccupied orbital energy comes out at -1.607 eV. For the calculated total energy, the calculation gives -452.908768 a.u. The SMILES is O=C/C=C1/N=CC(=O)N1. The calculation puts the orbital gap at 8.060 eV. The value obtained for the largest force on an atom is 3.06 eV Å⁻¹. The energy relative to the best compared isomer or geometry (same formula, charge and spin) is 18.5 kcal per mole. Its HOMO energy is -9.668 eV.

```
! wB97M-V def2-TZVPD RIJCOSX def2/J DEFGRID3
* xyz 0 1
O -0.77724 0.93781 -2.57957
O -1.44323 0.52011 2.19155
N -0.44286 0.35678 -0.34306
N 1.46009 -0.82694 -0.60175
C -0.46921 -0.12252 2.55464
C 0.56904 -0.63657 1.65348
C -0.19630 0.38567 -1.67132
C 1.08727 -0.40012 -1.74965
C 0.53268 -0.38747 0.30200
H -0.21468 -0.27571 3.65519
H -1.28409 0.75196 0.09048
H 1.38359 -1.20904 2.09637
H 1.61753 -0.67343 -2.65911
*
```

5.
DFT (ωB97M-V/def2-TZVPD) results for 2 unconnected molecules or ions with the total composition C2H4ClP in a non-equilibrium geometry.

The lowest unoccupied orbital energy comes out at 0.148 eV. For the calculated total energy, the calculation gives -880.053556 a.u. The SMILES is C1=PC1.Cl. The calculation puts the orbital gap at 9.209 eV. The value obtained for the largest force on an atom is 5.09 eV Å⁻¹. The energy relative to the best compared isomer or geometry (same formula, charge and spin) is 46.4 kcal per mole. Its HOMO energy is -9.061 eV.

```
! wB97M-V def2-TZVPD RIJCOSX def2/J DEFGRID3
* xyz 0 1
Cl -1.49912 -0.69366 -3.84908
P -0.50216 1.24989 0.54199
C 0.78616 0.19979 0.44383
C 0.17236 0.36433 -0.93374
H -0.45802 -0.03164 -4.17417
H 1.62804 -0.23538 0.78428
H 0.61145 0.99789 -1.70305
H -0.44538 -0.48504 -1.35909
*
```

Question: The lowest largest force on an atom belongs to which entry?
Answer: C31H24CoF3N4O4S2Si

Question: The lowest calculated total energy belongs to which entry?
Answer: C31H24CoF3N4O4S2Si

Question: Among the records above, which one has the lowest largest force on an atom?
Answer: C31H24CoF3N4O4S2Si